The following is a quantum chemistry calculation of a molecular structure, C13H23NORuS5, from OMol25.

Last column: Löwdin charge in e.
Atoms and positions in Å:
Ru -0.5230 -0.4474 -0.1332  0.60
C 1.2848 2.1756 -1.2449  -0.46
C 2.4049 1.3115 -0.7205  -0.42
S 1.8576 -0.0227 0.4111  0.96
C 2.5926 -1.5406 -0.2913  -0.45
C 2.2320 -1.8584 -1.7217  -0.44
S 0.4274 -1.9776 -2.0214  0.92
C 0.2366 -1.0085 -3.5517  -0.46
C 0.6946 0.4350 -3.4940  -0.44
S -0.0784 1.3321 -2.1035  0.93
H 1.6957 2.9266 -1.9223  0.12
H 0.7728 2.6991 -0.4361  0.09
H 3.0541 1.9419 -0.1100  0.11
H 3.0119 0.8679 -1.5082  0.09
H 2.2711 -2.3235 0.3963  0.09
H 3.6766 -1.4415 -0.1992  0.12
H 2.6366 -2.8409 -1.9696  0.11
H 2.6474 -1.1361 -2.4211  0.08
H -0.8294 -1.0795 -3.7707  0.09
H 0.7803 -1.5502 -4.3283  0.12
H 0.3452 0.9339 -4.3994  0.11
H 1.7754 0.5507 -3.4431  0.09
C -3.9484 2.4655 1.2524  -0.21
S -3.0185 2.0147 -0.2131  0.94
C -4.0412 0.6430 -0.8348  -0.21
O -1.7705 1.3085 0.3373  -0.74
H -4.1138 1.5935 1.8821  0.07
H -4.8903 2.9086 0.9241  0.09
H -3.3645 3.2134 1.7870  0.08
H -4.7275 1.0017 -1.6013  0.08
H -4.5982 0.1849 -0.0194  0.07
H -3.3389 -0.0642 -1.2788  0.03
S -1.0075 -2.1604 1.4502  0.68
C -2.3646 -3.2409 1.4981  -0.64
N -2.5097 -3.9727 2.6213  0.09
C -3.5083 -4.8560 2.7980  0.02
C -4.4439 -5.0464 1.8098  0.02
C -4.3332 -4.3105 0.6321  0.02
C -3.2912 -3.4094 0.4745  -0.05
H -1.8259 -3.8584 3.3638  0.17
H -3.5381 -5.3918 3.7366  0.16
H -5.2422 -5.7611 1.9468  0.14
H -5.0584 -4.4440 -0.1603  0.14
H -3.1663 -2.8385 -0.4327  0.11

Computed properties:
**LUMO (spin up / spin down)**: -11.39 / -11.45 eV
**Calculated total energy**: -74122.8456 eV
**Spin multiplicity**: 2
**Orbital gap (spin up / spin down)**: 0.2346 / 0.2364 hartree
**<S²>**: 0.769
**Energy relative to the best compared isomer or geometry (same formula, charge and spin)**: 16.5 kcal per mole
**Maximum force**: 2.35 eV/Å
**Charge**: +3

***

The following is a quantum chemistry calculation of a molecular structure, C13H24AlFO3PS, from OMol25.

Last column: Löwdin charge in e.
Atoms and positions in Å:
C 0.6073 -4.2254 -3.3160  -0.23
C 0.9075 -3.4117 -4.6064  -0.52
P 1.3738 -1.6074 -4.2081  0.67
C 3.0508 -1.6710 -3.3391  -0.41
Al -0.2817 -0.8237 -2.7222  0.09
C 0.3379 0.9746 -1.8907  -0.32
C 1.1527 0.6236 -0.6169  -0.33
C 1.1698 1.7296 0.4733  -0.21
C 2.2524 1.3247 1.5510  -0.22
S 1.6428 0.1614 2.8045  0.69
O 0.5983 0.7747 3.6494  -0.32
O 2.8283 -0.2797 3.5904  -0.36
O 1.0044 -1.1813 2.1423  -0.16
H 0.5598 -5.3181 -3.4930  0.05
H -0.3619 -3.9375 -2.8969  0.03
H 1.3796 -4.0375 -2.5564  0.04
H 1.6964 -3.8564 -5.2271  0.04
H -0.0359 -3.3334 -5.1674  0.04
H 3.0913 -2.3828 -2.4969  0.01
H 3.2757 -0.6747 -2.9270  0.00
H 3.8688 -1.8988 -4.0422  0.00
H -0.3226 -1.8575 -1.4752  -0.10
H -1.7253 -0.6934 -3.3921  -0.14
H -0.5775 1.5475 -1.6800  0.03
H 0.9512 1.4509 -2.6774  0.03
H 0.6706 -0.2580 -0.1670  0.04
H 2.1904 0.4005 -0.9118  0.09
H 0.2198 1.8539 1.0047  0.08
H 1.5117 2.6989 0.0790  0.11
H 3.0853 0.8822 0.9910  0.10
H 2.6516 2.1875 2.0957  0.10
H 1.5031 -1.9524 2.4248  0.09
F -2.9366 2.9987 0.7040  0.06
C -3.1461 2.6161 1.9751  -0.28
C -4.4368 2.3516 2.3969  -0.02
C -4.6501 1.9526 3.7093  -0.10
C -3.5755 1.8330 4.5839  -0.10
C -2.2854 2.1064 4.1455  -0.08
C -2.0677 2.4951 2.8317  -0.01
H -5.2603 2.4578 1.7026  0.11
H -5.6542 1.7352 4.0503  0.10
H -3.7451 1.5253 5.6081  0.10
H -1.4489 2.0161 4.8247  0.10
H -1.0700 2.7031 2.4716  0.10

Computed properties:
**LUMO**: 2.64 eV
**Calculated total energy**: -49451.4859 eV
**Orbital gap**: 0.2262 hartree
**Maximum force**: 4.42 eV/Å
**Charge**: -1

***

The following is a quantum chemistry calculation of a molecular structure, C13H24F3N3O3TlV, from OMol25.

Last column: Löwdin charge in e.
Atoms and positions in Å:
N 1.9602 -0.3264 -0.0130  0.01
C 2.9187 -0.7563 0.5900  -0.33
O 3.8369 -1.2086 1.1901  0.24
Tl 1.4556 0.3360 -2.9262  1.13
V 0.0315 -0.0300 -0.1346  1.03
N -0.4954 -1.3978 -1.2936  -0.14
N -0.2862 1.5481 -1.1011  -0.19
C -0.3699 -2.8314 -0.9049  -0.62
C 0.3593 2.8718 -1.1202  -0.65
C 0.8017 -3.4558 -1.6568  -0.01
C -1.6585 -3.5892 -1.2274  -0.01
C -0.0957 -2.9440 0.5879  -0.03
C 0.0814 3.5464 -2.4620  -0.01
C -0.1865 3.7511 0.0041  0.00
C 1.8520 2.7189 -0.8705  -0.07
H 0.6832 -3.3706 -2.7432  0.09
H 0.8656 -4.5234 -1.4036  0.12
H 1.7554 -2.9902 -1.3733  0.09
H -2.5169 -3.1066 -0.7420  0.11
H -1.5883 -4.6193 -0.8536  0.12
H -1.8484 -3.6491 -2.3061  0.10
H 0.8357 -2.4525 0.8884  0.07
H 0.0052 -4.0065 0.8374  0.12
H -0.9165 -2.5397 1.1887  0.10
H 0.3869 2.9237 -3.3160  0.06
H 0.6403 4.4895 -2.5151  0.12
H -0.9873 3.7775 -2.5629  0.11
H -1.2630 3.9207 -0.0906  0.09
H 0.3157 4.7264 -0.0409  0.12
H 0.0273 3.2938 0.9758  0.08
H 2.0441 2.2281 0.0898  0.07
H 2.2947 3.7240 -0.8591  0.12
H 2.4100 2.1934 -1.6586  0.00
C -1.7538 1.5733 -1.2490  -0.06
H -2.1816 0.6520 -0.8139  0.10
H -2.2070 2.4279 -0.7248  0.11
H -2.0670 1.6500 -2.3045  0.12
C -1.0998 -1.2112 -2.6237  -0.16
H -2.1858 -1.4036 -2.5866  0.13
H -0.9886 -0.1783 -2.9855  0.01
H -0.6492 -1.8822 -3.3768  0.11
F 0.5665 1.4424 4.8039  0.17
C -0.1530 0.5518 4.0860  -0.47
F 0.2212 -0.7048 4.4558  0.15
F -1.4686 0.6987 4.4007  0.16
C 0.0767 0.7542 2.5280  -0.45
O 0.7987 1.6785 2.1384  0.09
O -0.5217 -0.1228 1.8016  -0.05

Computed properties:
**LUMO (spin up / spin down)**: -10.17 / -10.16 eV
**Calculated total energy**: -63000.4426 eV
**Orbital gap (spin up / spin down)**: 0.2562 / 0.2568 hartree
**Maximum force**: 4.30 eV/Å
**Charge**: +2

***

The following is a quantum chemistry calculation of a molecular structure, C13H24F5HgN3NbO, from OMol25.

Last column: Löwdin charge in e.
Atoms and positions in Å:
N -2.0219 -0.8031 -0.0919  -0.23
C -2.7962 -1.7723 0.2446  -0.67
O -3.0139 -2.7140 0.9788  0.11
Hg -4.5242 -0.2851 0.1051  0.94
Nb -0.2658 0.0763 -0.0770  1.81
N -0.1259 1.8751 -0.9352  -0.16
N 0.8366 -1.1245 -1.1569  -0.19
C -0.4522 2.3577 -2.3157  -0.62
C 0.5113 -2.3227 -1.9624  -0.63
C -0.6478 3.8956 -2.3484  -0.02
C 0.6742 2.0132 -3.3025  0.00
C -1.7530 1.6924 -2.7165  -0.05
C 0.2276 -3.4539 -0.9779  0.00
C 1.6623 -2.7104 -2.8844  -0.03
C -0.7213 -2.0249 -2.8127  -0.04
H -1.3887 4.2190 -1.5831  0.12
H -1.0566 4.1449 -3.3375  0.11
H 0.2691 4.4110 -2.2243  0.07
H 1.5936 2.6005 -3.0554  0.11
H 0.3114 2.2697 -4.3011  0.11
H 0.9275 0.9355 -3.2501  0.07
H -1.6419 0.5877 -2.8077  0.06
H -2.0517 2.0486 -3.6787  0.10
H -2.5599 1.8937 -2.0008  0.08
H 1.1296 -3.6433 -0.3691  0.11
H -0.0259 -4.3607 -1.5400  0.12
H -0.6018 -3.2159 -0.3082  0.06
H 2.5360 -3.0729 -2.3301  0.10
H 1.9499 -1.9019 -3.5482  0.10
H 1.3159 -3.5495 -3.5056  0.12
H -0.9607 -2.9160 -3.3851  0.11
H -0.4951 -1.2042 -3.5210  0.09
H -1.5940 -1.7563 -2.2037  0.05
C 0.7879 2.7648 -0.2634  -0.08
H 1.1084 2.3672 0.7517  0.10
H 1.6976 2.8664 -0.8903  0.13
H 0.3805 3.7745 -0.0287  0.13
C 2.2476 -0.9167 -0.8475  -0.08
H 2.3861 -0.1965 -0.0148  0.09
H 2.6951 -1.8678 -0.5390  0.12
H 2.7804 -0.5350 -1.7257  0.11
F 0.2501 1.0272 2.7309  0.04
C 0.1894 -0.2053 2.0683  -0.41
F 1.4447 -0.7785 2.1523  0.04
C -0.7138 -1.0891 2.9310  -0.54
F -0.2480 -1.1851 4.1876  0.19
F -2.0054 -0.6148 2.9938  0.11
F -0.7128 -2.3668 2.4296  0.12

Computed properties:
**LUMO (spin up / spin down)**: -8.95 / -10.83 eV
**Calculated total energy**: -39681.7698 eV
**Spin multiplicity**: 2
**Orbital gap (spin up / spin down)**: 0.2466 / 0.1697 hartree
**<S²>**: 0.863
**Energy relative to the best compared isomer or geometry (same formula, charge and spin)**: 0.0 kcal per mole
**Maximum force**: 5.15 eV/Å
**Charge**: +2

***

The following is a quantum chemistry calculation of a molecular structure, C13H24N4O3PtSe3Te2, from OMol25.

Last column: Löwdin charge in e.
Atoms and positions in Å:
Pt -0.7739 1.3229 0.0734  0.37
C 0.9576 0.6409 -4.6669  0.00
N 1.7949 0.4532 -3.4842  -0.12
C 3.1655 0.0110 -3.7425  -0.01
C 1.3405 0.7882 -2.2770  -0.43
O 0.1932 1.2199 -2.0939  -0.13
C 2.3295 0.6339 -1.1204  -0.12
O 1.7228 1.0873 0.0726  -0.31
C 2.3183 0.6149 1.2657  -0.12
C 1.3272 0.7859 2.4194  -0.43
O 0.2032 1.2713 2.2328  -0.12
N 1.7482 0.3975 3.6228  -0.12
C 0.8846 0.5606 4.7901  0.00
C 3.1102 -0.0553 3.9044  -0.01
H 0.9171 -0.2876 -5.2355  0.10
H 1.3812 1.4192 -5.3034  0.11
H -0.0418 0.9324 -4.3665  0.08
H 3.1580 -0.6479 -4.6071  0.10
H 3.5752 -0.5441 -2.9033  0.09
H 3.8179 0.8576 -3.9668  0.11
H 3.2258 1.2239 -1.3298  0.15
H 2.6095 -0.4195 -1.0255  0.13
H 3.2281 1.1828 1.4768  0.15
H 2.5723 -0.4449 1.1667  0.13
H -0.1181 0.8176 4.4703  0.09
H 1.2677 1.3521 5.4360  0.11
H 0.8658 -0.3697 5.3563  0.10
H 3.5688 -0.5243 3.0386  0.09
H 3.0738 -0.7902 4.7050  0.10
H 3.7364 0.7761 4.2350  0.11
Se -3.1932 1.5289 0.1774  0.03
Te -3.8890 3.8352 0.1106  0.47
Te -1.6517 5.3175 0.0503  0.48
Se 0.1558 3.7261 0.0191  0.09
C -2.4592 -1.4893 -2.5644  0.00
N -3.0248 -1.7336 -1.2376  -0.11
C -4.3259 -2.0826 -0.9546  -0.01
C -4.4259 -2.1879 0.3891  -0.01
N -3.1851 -1.8998 0.9112  -0.12
C -2.8222 -1.8814 2.3285  0.00
C -2.3347 -1.6267 -0.0916  -0.70
Se -0.5141 -1.1875 0.0731  0.82
H -3.2599 -1.5075 -3.2977  0.11
H -1.7282 -2.2576 -2.8045  0.10
H -1.9691 -0.5170 -2.5768  0.07
H -5.0657 -2.2318 -1.7220  0.14
H -5.2697 -2.4456 1.0057  0.14
H -3.7228 -1.9890 2.9256  0.11
H -2.3349 -0.9381 2.5662  0.08
H -2.1394 -2.6979 2.5494  0.10

Computed properties:
**LUMO (spin up / spin down)**: -8.39 / -8.39 eV
**Calculated total energy**: -239831.6597 eV
**Orbital gap (spin up / spin down)**: 0.1750 / 0.1751 hartree
**Maximum force**: 1.40 eV/Å
**Charge**: +2